# 1
ORCA calculation (ωB97M-V with the def2-TZVPD basis set) on C18H20ClN9OS as an isolated structure.

Summary:
HOMO level   -8.09 eV
Energy above the lowest of the compared OMol25 structures with the same formula, charge and spin   42.7 kcal/mol
HOMO-LUMO gap   8.386 eV

```
! RIJCOSX wB97M-V def2-TZVPD def2/J DEFGRID3
* xyz 0 1
Cl 3.2550 5.8323 -3.5220
N 5.4214 4.3545 -3.8779
N -1.2776 -1.6433 -0.3191
N -1.1478 -1.5588 3.7595
N 4.3542 2.0893 -3.8039
N -1.3173 0.4251 0.7066
O -1.5150 -4.0388 5.2545
S 5.9191 2.7994 -4.0570
C 4.1188 4.2941 -3.6453
C -1.3506 -1.7449 0.9772
C -1.2353 -0.4761 2.9945
C 3.4805 2.9990 -3.5370
C -1.3889 -0.2967 -0.4365
C -1.7527 -5.3572 1.9266
C -1.7357 -5.2533 3.2990
C -1.5462 -4.1816 1.1759
C -1.3749 -2.8432 3.1548
C -1.5432 -3.9769 3.9528
C -1.3210 -2.9549 1.7324
N -1.0879 0.7213 3.5931
N -1.3669 -0.5963 1.5849
N 2.1566 2.5631 -3.3155
N -0.3842 1.2346 -2.3992
C -0.5122 -3.3700 6.0493
C -1.4835 0.3217 -1.7929
C 1.7007 1.3571 -3.9536
C 0.7717 0.5058 -2.9813
C -1.1168 3.4037 -1.2970
C 1.1076 3.3039 -2.6572
C 0.0680 2.5025 -1.7110
H -1.8287 -6.3397 1.4638
H -1.9133 -6.0854 3.9454
H -1.5506 -4.4166 0.1079
H -0.7117 0.8385 4.5179
H -0.9424 1.5032 2.9794
H -0.3466 -4.0095 6.9038
H -0.6584 -2.3082 6.3664
H 0.4683 -3.3344 5.5864
H -1.5982 -0.3694 -2.6289
H -2.4860 0.8006 -1.9045
H 1.1536 1.6472 -4.8498
H 2.5410 0.6259 -4.1215
H 1.3109 0.2826 -2.0450
H 0.3106 -0.3664 -3.4036
H -1.7303 2.8518 -0.6157
H -1.6386 3.5635 -2.1977
H -0.8257 4.4539 -0.8979
H 0.5493 3.9065 -3.3355
H 1.5431 4.0706 -2.0071
H 0.4575 2.2697 -0.7182
*
```


# 2
ORCA calculation (ωB97M-V with the def2-TZVPD basis set) on C60H55Br2FN4O7PSV as an isolated structure.

Summary:
HOMO level (spin up / spin down)   -2.78 / -2.70 eV
HOMO-LUMO gap (spin up / spin down)   3.947 / 4.112 eV

```
! RIJCOSX wB97M-V def2-TZVPD def2/J DEFGRID3
* xyz -1 2
V -0.1577 0.8036 0.3740
C -1.8315 2.9542 7.3332
C -0.7766 1.8554 7.3421
C -1.1766 0.7259 8.2757
C -0.1331 -0.3770 8.2690
C 0.0442 -0.8923 6.8675
C 0.4310 -2.1860 6.6096
C 0.5971 -2.6263 5.2967
F 0.9948 -3.9013 5.1037
C 0.3694 -1.8146 4.2275
C -0.0475 -0.5008 4.4750
C -0.2663 0.3816 3.3311
O -0.2629 -0.1267 2.1936
C -0.4459 1.7572 3.6181
C -0.5891 2.1341 4.9204
N -0.5557 1.3089 5.9779
C -0.1979 -0.0329 5.7784
C -0.4774 2.8476 2.5852
O -0.5489 4.0055 2.9455
O -0.4228 2.4842 1.3375
H -2.1442 3.1502 8.3592
H -2.7059 2.6404 6.7607
H -1.4687 3.8912 6.9163
H 0.1745 2.2717 7.6916
H -2.1405 0.3232 7.9472
H -1.3105 1.1387 9.2761
H -0.4212 -1.1963 8.9284
H 0.8158 0.0206 8.6441
H 0.6289 -2.8707 7.4255
H 0.5265 -2.1339 3.2032
H -0.7417 3.1861 5.1115
C 0.8798 -0.1157 -7.5413
C -0.4631 0.0126 -6.8144
C -1.0080 1.4242 -7.0642
C -1.4654 -0.9710 -7.4321
C -0.2657 -0.3108 -5.3113
C 0.0580 -1.5626 -4.9482
C 0.3214 -1.9228 -3.5301
N -0.6847 -0.1114 -2.0415
C -0.4917 0.7975 -2.9742
C -0.3736 0.7805 -4.3629
C -0.2589 2.1461 -2.4004
C -0.5426 3.3520 -3.0574
C -0.0369 4.5460 -2.5990
C 0.7955 4.4970 -1.4722
C 0.9333 3.3126 -0.8041
N 0.3616 2.1614 -1.2199
C -0.2814 5.8601 -3.3360
C -1.5276 5.7833 -4.2217
C 0.9426 6.1411 -4.2185
C -0.4618 7.0123 -2.3396
H 0.7733 0.1261 -8.6043
H 1.2710 -1.1298 -7.4506
H 1.6148 0.5650 -7.1059
H -1.2462 1.5346 -8.1258
H -0.2781 2.1961 -6.8112
H -1.9158 1.6101 -6.4870
H -1.6338 -0.7246 -8.4851
H -2.4227 -0.9218 -6.9088
H -1.1096 -1.9992 -7.3778
H 0.0584 -2.3630 -5.6808
H 0.3599 -3.0114 -3.4669
H -0.3008 1.7566 -4.8071
H -1.1800 3.3150 -3.9263
H 1.2909 5.3721 -1.0789
H 1.5105 3.2525 0.1085
H -1.3822 5.1195 -5.0752
H -1.7576 6.7765 -4.6133
H -2.3954 5.4288 -3.6619
H 1.0741 5.3491 -4.9579
H 1.8525 6.1954 -3.6182
H 0.8195 7.0909 -4.7456
H -1.2689 6.8017 -1.6353
H -0.7071 7.9298 -2.8789
H 0.4428 7.2007 -1.7626
C -2.1614 -3.7328 2.7472
C -2.9555 -3.1526 1.6099
C -4.0162 -3.8971 1.0166
C -4.7770 -3.3239 0.0546
C -4.4999 -1.9983 -0.3637
C -5.2899 -1.2617 -1.2788
Br -6.8052 -2.0553 -2.1037
C -5.0060 0.0369 -1.5614
C -3.8651 0.6430 -1.0025
Br -3.5431 2.4561 -1.3959
C -2.9981 -0.0620 -0.2174
O -1.8419 0.4598 0.1605
C -3.3645 -1.3801 0.2013
N -2.6381 -1.9568 1.1998
H -1.1486 -3.9807 2.4233
H -2.0747 -2.9997 3.5463
H -2.6253 -4.6364 3.1435
H -4.2255 -4.9011 1.3627
H -5.6115 -3.8550 -0.3835
H -5.6370 0.6105 -2.2245
O 3.3635 2.2059 1.5454
S 2.8524 0.8653 1.6464
O 2.4447 0.4296 2.9548
O 1.7466 0.6777 0.5944
C 4.0772 -0.2527 1.0591
C 5.3603 0.2416 0.8721
C 6.3384 -0.6014 0.3648
C 6.0140 -1.9117 0.0366
C 4.7204 -2.3806 0.2334
C 3.7316 -1.5607 0.7630
P 1.9947 -2.1209 1.0601
C 2.3250 -3.9074 1.4056
C 2.9143 -4.2296 2.6331
C 3.1553 -5.5473 2.9860
C 2.7852 -6.5776 2.1246
C 2.1845 -6.2711 0.9139
C 1.9610 -4.9439 0.5550
C 1.2845 -2.0723 -0.5737
C -0.0257 -2.6698 -0.5958
C -1.0176 -2.4482 -1.4757
C -0.8810 -1.4532 -2.5589
C 1.5986 -1.3618 -2.9764
C 1.9591 -1.4284 -1.6802
H 5.5698 1.2753 1.1075
H 7.3441 -0.2309 0.2103
H 6.7664 -2.5692 -0.3814
H 4.4697 -3.4018 -0.0275
H 3.1817 -3.4308 3.3179
H 3.6199 -5.7756 3.9381
H 2.9630 -7.6100 2.4001
H 1.8918 -7.0646 0.2367
H 1.5138 -4.7092 -0.4043
H -0.2461 -3.3653 0.2136
H -1.9161 -3.0548 -1.4282
H -1.7935 -1.4627 -3.1665
H 2.2562 -0.8465 -3.6688
H 2.9170 -0.9731 -1.4493
*
```


# 3
ORCA calculation (ωB97M-V with the def2-TZVPD basis set) on C3H5HgO4 as an isolated structure.

Summary:
HOMO level (spin up / spin down)   -7.21 / -9.29 eV
Energy above the lowest of the compared OMol25 structures with the same formula, charge and spin   38.3 kcal/mol
HOMO-LUMO gap (spin up / spin down)   7.748 / 8.661 eV

```
! RIJCOSX wB97M-V def2-TZVPD def2/J DEFGRID3
* xyz 0 2
O -0.6219 1.2106 0.2561
C -0.1597 -0.0422 0.3548
C 0.4476 2.1402 0.4561
O -0.9472 -0.9920 0.5505
O 1.0723 -0.0537 0.8907
C 1.5221 1.2841 1.1308
Hg -0.9762 -2.1033 -1.0966
H 0.0819 2.9569 1.0862
H 0.7661 2.5327 -0.5177
H 1.5808 1.4484 2.2133
H 2.5121 1.3994 0.6781
O -0.1666 -0.4934 -1.7623
H 0.7631 -0.2949 -1.8819
*
```


# 4
ORCA calculation (ωB97M-V with the def2-TZVPD basis set) on a 2-piece molecular cluster, Cl2H2OP2 overall.

Summary:
HOMO level   -9.44 eV
Energy above the lowest of the compared OMol25 structures with the same formula, charge and spin   42.6 kcal/mol
HOMO-LUMO gap   8.750 eV

```
! RIJCOSX wB97M-V def2-TZVPD def2/J DEFGRID3
* xyz 0 1
O -0.0357 0.8101 -2.0760
P -1.5740 0.4796 0.8174
P -0.4854 1.1718 -0.7273
Cl 0.5725 2.8370 -0.1434
Cl 1.3076 -1.6900 0.6367
H 1.8294 -2.7618 1.2367
H -1.6144 -0.8467 0.2559
*
```


# 5
ORCA calculation (ωB97M-V with the def2-TZVPD basis set) on a 8-piece molecular cluster, C4H24N2O8 overall.

Summary:
SMILES   NCNCCC=O.O.O.O.O.O.O.O
HOMO level   -9.17 eV
Energy above the lowest of the compared OMol25 structures with the same formula, charge and spin   29.9 kcal/mol
HOMO-LUMO gap   9.662 eV

```
! RIJCOSX wB97M-V def2-TZVPD def2/J DEFGRID3
* xyz 0 1
N 1.4684 0.8267 2.3125
C 1.4693 1.3613 0.9776
N 0.3408 1.1269 0.0904
C -0.9504 1.7211 0.5205
C -2.0868 0.9631 -0.1793
C -2.3107 -0.3972 0.4387
O -1.8005 -0.7599 1.4732
H 0.8285 1.3217 2.9195
H 1.2608 -0.1561 2.3659
H 2.3330 1.0366 0.3859
H 1.6774 2.4354 1.0630
H 0.2458 0.1275 -0.0580
H -1.0294 1.6743 1.6005
H -0.8794 2.7654 0.2016
H -3.0039 1.5440 -0.0222
H -1.9099 0.8627 -1.2518
H -2.9914 -1.0713 -0.1068
O -0.8980 -3.2944 -1.0013
H -0.6655 -2.6102 -1.6672
H -0.2244 -3.9488 -1.2230
O 3.6452 -1.2044 0.2510
H 2.7601 -1.5255 0.4613
H 4.2466 -1.6724 0.8319
O 0.9869 -2.0698 -2.4926
H 0.8507 -1.2090 -2.9242
H 1.7701 -1.9937 -1.9381
O 0.5683 -2.0627 0.9914
H -0.0324 -2.6151 0.4423
H 0.0490 -1.9646 1.7965
O -2.0394 1.1216 3.9871
H -2.2995 0.2576 4.3413
H -1.8534 0.8162 3.0887
O 0.2955 2.4864 -2.4787
H 0.1635 2.0038 -1.6264
H 1.1402 2.9291 -2.3598
O -0.3278 0.1167 -3.5107
H -0.6501 0.0029 -4.4057
H -0.1472 1.0543 -3.2951
*
```


# 6
ORCA calculation (ωB97M-V with the def2-TZVPD basis set) on a 12-piece molecular cluster, C54H87F27O27 overall.

Summary:
SMILES   CCOC(=O)C(F)(F)F.CCOC(=O)C(F)(F)F.CCOC(=O)C(F)(F)F.CCOC(=O)C(F)(F)F.CCOC(=O)C(F)(F)F.CCOC(=O)C(F)(F)F.CCOC(=O)C(F)(F)F.CCOC(=O)C(F)(F)F.CCOC(=O)C(F)(F)F.COCCOCCOC.COCCOCCOC.COCCOCCOC
HOMO level   -9.03 eV
Energy above the lowest of the compared OMol25 structures with the same formula, charge and spin   78.8 kcal/mol
HOMO-LUMO gap   9.242 eV

```
! RIJCOSX wB97M-V def2-TZVPD def2/J DEFGRID3
* xyz 0 1
C -7.7511 -1.9697 4.2524
C -7.0279 -0.7646 3.7502
O -7.5738 -0.1663 2.5737
C -7.3389 -0.6886 1.2897
O -6.6942 -1.7159 0.9977
C -8.1876 0.0771 0.2167
F -7.4008 0.4937 -0.7583
F -9.1103 -0.7361 -0.2724
F -8.6803 1.2052 0.7715
H -7.3448 -2.1805 5.2417
H -7.5998 -2.8495 3.6270
H -8.8194 -1.8216 4.4100
H -5.9736 -1.0043 3.6120
H -7.0367 -0.0024 4.5293
C -7.4902 4.6214 13.0309
C -6.9183 3.3012 12.3957
O -5.9561 3.6993 11.3636
C -5.3526 2.8106 10.5584
O -5.5412 1.6361 10.7337
C -4.3896 3.4001 9.4778
F -3.1339 3.1865 9.8481
F -4.6285 2.7535 8.3372
F -4.4991 4.6823 9.2362
H -6.6496 5.1581 13.4706
H -8.2842 4.5825 13.7767
H -7.8719 5.2744 12.2461
H -7.7598 2.7490 11.9772
H -6.4850 2.5861 13.0950
C -0.7451 -6.0718 -8.5636
C -1.9084 -5.4869 -9.3153
O -1.4915 -4.8130 -10.4940
C -1.0077 -3.5473 -10.4248
O -1.0632 -2.8237 -9.3960
C -0.3065 -3.1274 -11.7559
F -0.4881 -1.8285 -11.9667
F 0.9875 -3.3066 -11.5877
F -0.6329 -3.8683 -12.8276
H -1.0104 -6.4616 -7.5809
H 0.0103 -5.3381 -8.2822
H -0.2685 -6.8884 -9.1060
H -2.4263 -4.7721 -8.6758
H -2.6316 -6.2835 -9.4896
C 7.1929 10.1072 0.6216
C 6.8376 8.7871 -0.0847
O 6.4635 7.8157 0.8082
C 6.2029 6.4923 0.4518
O 6.5486 5.9839 -0.5815
C 5.3897 5.7250 1.4766
F 5.9748 4.5822 1.8089
F 5.2503 6.4175 2.6425
F 4.2119 5.4243 1.0100
H 6.3203 10.6309 1.0119
H 7.5895 10.8853 -0.0306
H 7.8821 9.8554 1.4277
H 7.7529 8.3043 -0.4272
H 6.1845 8.8907 -0.9511
C -3.1329 2.6890 -4.3143
C -4.0950 3.8794 -4.4850
O -3.6616 4.9498 -3.6535
C -3.8199 4.9771 -2.2791
O -4.4550 4.1545 -1.6618
C -3.1232 6.1581 -1.6187
F -2.3009 6.8269 -2.4611
F -4.0539 6.9876 -1.1373
F -2.4216 5.5983 -0.5860
H -3.1692 2.2753 -3.3065
H -2.0756 2.9189 -4.4460
H -3.2786 1.8946 -5.0462
H -5.0811 3.5650 -4.1431
H -4.1274 4.2813 -5.4977
C 5.6307 -1.6761 -8.0953
C 5.4030 -0.2648 -8.6087
O 6.6213 0.2940 -8.9218
C 6.6669 1.5284 -9.4482
O 5.7151 2.3020 -9.5988
C 8.0999 1.9114 -9.8309
F 8.6313 2.7564 -8.9535
F 8.8549 0.8439 -9.9045
F 8.0899 2.4481 -11.0041
H 4.7275 -2.0185 -7.5904
H 6.4438 -1.5675 -7.3776
H 5.9376 -2.4686 -8.7778
H 5.0089 0.3449 -7.7957
H 4.6995 -0.2341 -9.4408
C -1.7883 -4.3734 2.1141
C -1.0806 -5.2836 3.0803
O 0.1884 -4.7472 3.3925
C 0.3623 -3.8419 4.4081
O -0.5437 -3.2851 5.0620
C 1.8228 -3.5155 4.6091
F 1.9408 -2.8309 5.7541
F 2.4495 -4.6425 4.7109
F 2.1881 -2.7610 3.5642
H -2.7673 -4.7655 1.8385
H -1.1960 -4.3664 1.1991
H -1.9050 -3.3636 2.5076
H -0.8389 -6.2481 2.6337
H -1.7851 -5.3427 3.9100
C 1.7185 -0.5694 10.5737
C 2.8658 0.3754 10.9549
O 3.9826 0.1971 10.1496
C 5.1652 0.7127 10.5800
O 5.3129 1.5107 11.5517
C 6.3701 0.2509 9.7253
F 6.9178 -0.7733 10.4296
F 5.9609 -0.2452 8.5898
F 7.1912 1.2429 9.4794
H 0.8526 -0.5616 11.2357
H 1.9686 -1.6265 10.6639
H 1.2330 -0.3864 9.6151
H 3.1304 0.2217 12.0011
H 2.5865 1.4135 10.7747
C 10.6150 -4.4808 -4.4511
C 11.1928 -3.3739 -3.6104
O 10.6102 -2.0771 -3.8364
C 9.5479 -1.5921 -3.1785
O 9.0128 -2.0717 -2.1861
C 9.1889 -0.1183 -3.6307
F 10.0104 0.3714 -4.5550
F 7.9351 0.0672 -4.0241
F 9.3685 0.6353 -2.6225
H 11.1735 -5.4152 -4.3957
H 10.4958 -4.2202 -5.5027
H 9.6398 -4.8533 -4.1375
H 12.2574 -3.3656 -3.8441
H 11.1507 -3.6446 -2.5553
C -5.7041 6.2944 4.8329
O -7.0664 6.1774 5.1739
C -7.7378 5.2111 4.4173
C -9.0038 4.7458 5.0751
O -8.6669 3.9192 6.1828
C -9.6816 3.1112 6.7504
C -10.7026 3.9083 7.5942
O -11.6140 4.6882 6.7902
C -12.1131 5.8585 7.2978
H -5.2267 5.3237 4.9667
H -5.1820 6.8702 5.5971
H -5.5322 6.8280 3.8981
H -7.1314 4.3277 4.2173
H -7.9570 5.5448 3.4030
H -9.5917 4.1955 4.3404
H -9.6519 5.5774 5.3517
H -9.2077 2.3861 7.4120
H -10.1176 2.5479 5.9254
H -10.1591 4.5835 8.2552
H -11.2133 3.2147 8.2622
H -12.8491 6.3675 6.6754
H -11.2545 6.5291 7.3349
H -12.6567 5.6581 8.2210
C 1.8492 -8.0890 -11.4498
O 2.5703 -8.5836 -10.3465
C 3.7567 -7.8938 -10.0832
C 4.4384 -8.4844 -8.8919
O 3.6100 -8.5418 -7.7341
C 4.2291 -8.7646 -6.5179
C 3.3033 -8.4274 -5.3044
O 2.6477 -7.1295 -5.2960
C 1.7727 -7.0007 -4.2385
H 2.3880 -8.4552 -12.3237
H 1.8658 -6.9999 -11.4903
H 0.8433 -8.4455 -11.6716
H 3.6457 -6.8223 -9.9168
H 4.4993 -7.9260 -10.8804
H 5.3053 -7.8589 -8.6786
H 4.7920 -9.4689 -9.1981
H 5.0920 -8.0997 -6.4823
H 4.7289 -9.7327 -6.5492
H 3.7633 -8.6597 -4.3439
H 2.4953 -9.1538 -5.3907
H 1.3990 -5.9823 -4.1321
H 2.1338 -7.2628 -3.2440
H 0.9023 -7.6055 -4.4927
C 0.6047 2.3133 3.4760
O 0.4763 1.5120 2.2945
C -0.7828 1.0047 1.8982
C -0.8149 0.6768 0.3521
O 0.2108 -0.0982 -0.2870
C 1.4983 0.4693 -0.3970
C 2.5914 -0.3138 -1.1653
O 2.4495 -0.1678 -2.6219
C 1.2490 -0.6899 -3.2355
H -0.3135 2.7956 3.8112
H 1.3509 3.1079 3.4752
H 0.9088 1.6848 4.3130
H -1.5116 1.7823 2.1271
H -1.0210 0.1062 2.4676
H -0.7771 1.6979 -0.0274
H -1.7748 0.1827 0.2016
H 1.9184 0.4901 0.6085
H 1.3842 1.4710 -0.8112
H 2.6504 -1.3715 -0.9085
H 3.5555 0.0141 -0.7766
H 1.2076 -1.7791 -3.2410
H 1.0303 -0.2663 -4.2158
H 0.3434 -0.3168 -2.7572
*
```


# 7
ORCA calculation (ωB97M-V with the def2-TZVPD basis set) on C10H20ClFeO24S5 as an isolated structure.

Summary:
HOMO level (spin up / spin down)   -12.66 / -12.66 eV
Energy above the lowest of the compared OMol25 structures with the same formula, charge and spin   141.2 kcal/mol
HOMO-LUMO gap (spin up / spin down)   2.806 / 2.279 eV

```
! RIJCOSX wB97M-V def2-TZVPD def2/J DEFGRID3
* xyz 1 5
Fe -3.1281 -4.3034 1.0757
Cl -0.8557 -1.5501 0.2416
O -1.4244 -0.3950 0.8825
O 0.3934 -1.7964 0.8666
O -1.8465 -2.6367 0.4339
O -0.6496 -1.4144 -1.1514
C -4.0060 0.7182 -1.4616
C -4.8507 0.2723 -0.2177
O -5.6640 -0.7596 -0.7838
S -5.3653 -1.1680 -2.3011
O -6.5838 -1.2989 -2.9961
O -4.4315 -2.2621 -2.3527
O -4.6486 0.2868 -2.6470
H -3.0068 0.2873 -1.4219
H -4.0671 1.8017 -1.5511
H -5.5871 0.9000 0.2793
H -4.1699 -0.1882 0.4996
C 2.7460 1.4745 3.1465
C 1.8365 0.2873 2.8571
O 1.9021 -0.5824 3.9263
S 2.7944 -0.0996 5.1845
O 4.1369 -0.5941 5.0387
O 1.9890 -0.3062 6.3560
O 2.5712 1.4370 4.5929
H 2.3545 2.3428 2.6248
H 3.7838 1.2391 2.9131
H 2.1152 -0.0704 1.8642
H 0.7906 0.5862 2.9316
C -1.2286 2.6760 3.0172
C -2.5479 2.5651 3.7459
O -2.3269 1.7701 4.9029
S -0.7555 1.5530 5.2255
O -0.4439 0.1767 4.8878
O -0.3742 2.0325 6.5191
O -0.2132 2.5725 4.0222
H -1.1091 3.6262 2.4983
H -1.1196 1.9275 2.2281
H -3.3578 2.2083 3.1146
H -2.7464 3.5861 4.0772
C 2.4224 -3.1086 -1.4115
C 3.0736 -1.6964 -1.2810
O 4.1295 -1.6617 -2.2469
S 4.7697 -3.1445 -2.2706
O 5.3077 -3.4639 -0.9836
O 5.5671 -3.3705 -3.4199
O 3.2629 -3.7643 -2.3615
H 1.3928 -3.0307 -1.7509
H 2.5446 -3.7546 -0.5423
H 3.4549 -1.4232 -0.2975
H 2.4707 -0.8540 -1.6200
C 0.2793 0.3454 -4.6649
C 0.2454 1.8629 -4.4123
O 1.4023 2.3762 -5.0438
S 2.3096 1.1913 -5.7903
O 3.7123 1.3146 -5.5373
O 1.8103 0.9710 -7.1274
O 1.6414 0.0493 -4.7752
H -0.2897 0.1848 -5.5832
H -0.1149 -0.2542 -3.8469
H 0.4053 2.0526 -3.3492
H -0.7022 2.2764 -4.7529
*
```


no.,maximum force (eV Å⁻¹),calculated total energy (a.u.)
1,4.1,-2124.259698
2,2.7,-9996.669883
3,8.3,-571.563418
4,1.6,-1679.529612
5,1.5,-878.241205
6,5.2,-6837.370424
7,5.8,-5912.686355